Density functional theory data (ωB97M-V/def2-TZVPD) for a molecular structure, C5H7Cl2OP at a distorted geometry.

Last column: Mulliken charge in e.
Element x y z (Å)
Cl (-3.8360, -1.5323, -0.0916)  -0.163
Cl (-2.6651, 2.2652, 0.1394)  -0.099
P (-0.0624, 1.3605, -0.2441)  0.381
O (-1.8309, -0.4678, -1.2534)  -0.431
C (-2.2797, -0.8465, -0.2205)  0.699
C (-1.1997, 2.4491, -0.6946)  -0.367
C (-1.6182, -0.6323, 1.0599)  -0.856
C (-0.1217, -0.2135, 0.8940)  -0.915
C (1.2472, 0.9327, -1.4188)  -0.818
H (0.5034, -0.9240, 0.4450)  0.475
H (1.4531, 1.7552, -2.2699)  0.306
H (2.1134, 0.9012, -0.8007)  0.317
H (-1.5824, -1.5735, 1.6507)  0.419
H (0.8659, -0.1054, -1.8298)  0.267
H (0.4117, 0.0970, 1.7779)  0.469
H (-2.1697, 0.0880, 1.7207)  0.317

lowest unoccupied orbital energy	0.1782	eV
E_HOMO	-8.14	eV
charge	0
relative energy (zero: lowest compared OMol25 entry of this formula, charge and spin)	383.1	kJ/mol